This record from the Open Molecules 2025 dataset describes 9 unconnected molecules or ions with the total composition C46H88FN2O11S in a non-equilibrium geometry. The level of theory is the ωB97M-V functional and the def2-TZVPD basis.

```
149
Properties=species:S:1:pos:R:3:forces:R:3
C 3.726826 -0.576783 1.587716 -1.1 -0.3 -1.2
C 3.159406 0.926805 1.124557 1.9 -0.1 0.7
S 1.906480 0.605985 -0.233965 -0.2 0.6 0.3
C 0.454320 1.787819 -0.153970 -0.9 1.1 1.1
C -0.987282 1.108254 -0.662804 0.8 -0.1 0.0
C -0.993203 0.776009 -2.276307 -6.3 0.7 -2.7
O -2.166425 0.924118 -2.952003 7.6 -0.6 4.1
N 0.181552 0.268820 -3.085627 -0.5 -1.9 1.1
C 0.332418 -1.234911 -3.024608 -4.1 -4.5 -4.8
O -0.357916 -1.948610 -3.953141 5.3 4.6 6.5
F 1.113637 -2.009270 -2.033551 -2.4 3.4 -2.9
C -1.279945 -0.291599 0.135650 0.5 0.3 0.8
C -2.817397 -0.842258 0.053852 0.5 -3.1 -0.6
C -2.989868 -1.910344 1.329544 0.0 -0.5 -0.8
C -3.111383 -1.775335 -1.303270 -0.1 -0.1 -0.5
N -3.896899 0.209834 0.067028 0.1 -0.4 3.2
O -5.017778 -0.210532 0.680512 2.7 1.1 -1.8
C -3.425118 1.558564 0.552477 -1.6 2.9 0.3
C -3.171492 1.637847 2.193695 0.5 0.4 -0.3
C -4.699982 2.606437 0.274937 0.2 0.2 0.7
C -2.151025 2.192183 -0.262250 0.0 0.6 -0.3
H 4.138805 -0.591539 2.683213 -0.8 0.0 -2.4
H 2.813756 -1.325605 1.415871 2.0 1.5 0.8
H 4.550422 -0.917092 0.797132 -1.7 0.8 2.0
H 4.111860 1.470349 0.661548 -2.3 -0.9 1.0
H 2.767212 1.563834 2.024362 0.5 -1.3 -1.8
H 0.650976 2.828014 -0.704950 -0.5 -2.4 1.0
H 0.262091 2.046346 0.995304 0.4 -0.6 -2.5
H 0.007492 0.473528 -4.115455 -0.2 -0.6 1.8
H -0.459860 -1.103050 -0.168744 -2.1 1.6 0.6
H -1.062763 -0.072715 1.288996 -0.4 -0.3 -2.5
H -2.987572 -1.380003 2.372777 -0.1 -1.0 -2.0
H -3.975374 -2.559156 1.147664 2.2 1.7 0.6
H -2.100735 -2.696265 1.284235 -1.8 1.9 0.1
H -4.111577 -1.436261 -1.855029 2.2 -0.6 1.4
H -3.224513 -2.916274 -1.020296 0.3 2.4 -0.5
H -2.257713 -1.704664 -2.100186 -1.6 -0.1 1.6
H -3.538798 0.690081 2.772854 0.9 2.0 -1.3
H -3.737694 2.579671 2.650914 1.1 -2.1 -1.1
H -2.016400 1.873477 2.344653 -2.4 -0.8 0.0
H -5.643859 2.324833 0.938748 2.1 0.4 -1.5
H -4.329400 3.662137 0.651550 -0.7 -2.0 -0.9
H -4.999882 2.666828 -0.854799 0.6 -0.2 2.1
H -1.659529 2.997687 0.468544 -1.1 -1.9 -1.5
H -2.512275 2.830834 -1.203592 0.7 -1.8 2.0
C -2.223567 0.565642 -6.958380 0.5 -0.3 0.0
C -3.087968 1.308968 -5.972981 -0.4 0.0 0.5
C -3.266162 2.647970 -6.654861 0.0 0.3 -0.1
O -3.218788 2.405094 -8.067622 0.1 -0.3 0.2
C -2.753119 1.065932 -8.284483 -0.2 0.1 -0.3
H -2.279652 -0.521375 -6.859739 0.0 0.1 0.0
H -1.176746 0.868103 -6.835822 0.0 -0.1 -0.1
H -4.057681 0.806355 -5.877505 0.1 0.1 0.0
H -2.646747 1.392939 -4.976594 -0.2 0.0 -0.3
H -2.448560 3.332747 -6.405919 0.0 0.1 0.1
H -4.214328 3.127659 -6.395360 0.1 0.0 -0.1
H -3.605521 0.466656 -8.622584 0.1 -0.1 0.0
H -1.991326 1.062871 -9.068927 -0.1 0.1 0.0
C 7.969429 0.914537 3.939097 -0.1 0.2 0.6
C 8.573626 -0.295066 3.273860 0.6 -0.2 -0.2
C 7.357730 -0.967631 2.674785 -0.3 -0.3 -0.1
O 6.420301 0.071247 2.360005 0.5 0.2 0.2
C 6.865851 1.288533 2.973951 -0.2 0.2 -0.3
H 8.682191 1.725923 4.106738 -0.1 -0.1 0.0
H 7.539218 0.629875 4.906683 0.1 0.1 -0.1
H 9.255856 0.022372 2.476443 0.0 -0.1 0.1
H 9.126042 -0.943647 3.958473 -0.1 0.0 -0.1
H 6.880858 -1.641126 3.394759 0.1 -0.1 0.0
H 7.595565 -1.535284 1.770536 -0.1 0.1 0.0
H 7.238674 1.945597 2.180665 0.0 0.1 0.1
H 6.024494 1.781472 3.468744 0.0 -0.1 -0.1
C -2.263113 -6.054069 4.392647 0.1 0.0 0.6
C -3.257152 -6.698207 3.461140 -0.1 -0.6 -0.4
C -3.964671 -5.496925 2.872940 -0.3 0.3 -0.1
O -3.012703 -4.424429 2.847701 0.1 -0.5 0.3
C -1.871394 -4.809657 3.626317 0.2 0.3 -0.3
H -1.409439 -6.692372 4.634082 -0.1 0.1 0.0
H -2.759396 -5.775201 5.329810 0.1 0.0 -0.1
H -2.726264 -7.242797 2.671419 -0.1 0.0 0.1
H -3.938456 -7.393818 3.957592 0.1 0.1 -0.1
H -4.804830 -5.183274 3.501526 -0.1 -0.1 0.0
H -4.336329 -5.683187 1.861189 0.1 0.1 0.1
H -1.047837 -5.013541 2.933340 0.1 0.0 0.1
H -1.578584 -3.986425 4.283769 -0.1 0.0 -0.1
C 8.114773 3.004365 -1.356506 0.6 -0.2 0.2
C 6.985766 2.561245 -2.250778 -0.2 0.0 -0.6
C 5.803579 2.590692 -1.306740 -0.3 -0.1 0.2
O 6.065695 3.620654 -0.343621 0.3 -0.1 -0.2
C 7.435377 4.026585 -0.471772 -0.2 0.4 0.2
H 8.971176 3.412388 -1.899250 -0.1 0.0 0.1
H 8.462784 2.158718 -0.751439 0.0 0.1 -0.1
H 6.840396 3.292717 -3.054453 0.0 -0.1 0.1
H 7.144091 1.580217 -2.705786 -0.1 0.1 0.1
H 5.703828 1.644157 -0.764998 0.0 -0.1 -0.1
H 4.861195 2.799146 -1.821444 0.0 0.0 0.2
H 7.447398 5.020325 -0.932608 0.1 0.0 0.0
H 7.893774 4.095600 0.518581 -0.1 0.0 0.0
C -1.388904 3.994081 -10.182323 -0.3 0.3 0.5
C -1.541107 3.129381 -11.407012 0.0 -0.6 -0.1
C -1.155715 4.082229 -12.517505 0.0 0.3 -0.3
O -0.200721 4.999365 -11.966166 -0.2 -0.2 0.1
C -0.188016 4.841890 -10.540589 0.4 0.1 -0.1
H -1.249981 3.427027 -9.258402 -0.1 0.1 -0.1
H -2.274109 4.630459 -10.064961 0.1 -0.1 0.1
H -0.828267 2.297442 -11.364402 -0.1 0.0 0.0
H -2.544490 2.713999 -11.530281 0.1 0.1 0.0
H -2.018416 4.663643 -12.859655 -0.1 -0.1 -0.1
H -0.718022 3.568022 -13.378015 0.0 0.1 0.1
H 0.746978 4.340160 -10.268402 0.0 0.0 0.1
H -0.209397 5.824269 -10.060833 0.1 0.0 -0.1
C -3.780075 -0.561244 6.991987 0.5 -0.3 0.4
C -4.615593 0.690282 7.071526 -0.6 0.2 0.2
C -4.131007 1.471642 5.869738 0.2 0.3 -0.3
O -3.732552 0.511108 4.881946 -0.1 -0.2 0.7
C -3.683422 -0.783024 5.498421 -0.1 -0.2 -0.4
H -4.213022 -1.413197 7.522283 0.1 0.1 -0.1
H -2.783337 -0.369050 7.406609 -0.1 -0.1 0.0
H -5.675354 0.436932 6.949876 0.1 0.1 0.0
H -4.500358 1.237166 8.010756 0.0 0.0 -0.1
H -3.254258 2.079213 6.117796 0.0 0.1 0.1
H -4.903509 2.126312 5.456083 0.1 -0.1 -0.1
H -4.536138 -1.362129 5.127550 0.1 -0.1 0.0
H -2.761541 -1.294774 5.208702 -0.1 0.1 -0.1
C -9.089438 -0.687074 0.680056 0.2 -0.5 0.1
C -10.227720 0.221684 1.066327 -0.6 0.1 -0.2
C -9.509862 1.336004 1.796130 0.3 0.3 0.3
O -8.204886 1.443725 1.210844 -0.4 -0.2 0.1
C -7.985901 0.301127 0.371948 0.4 0.0 -0.3
H -9.318952 -1.345742 -0.161346 0.1 0.1 0.1
H -8.804934 -1.310110 1.536340 0.0 0.0 -0.1
H -10.709955 0.615956 0.164065 0.0 0.0 0.1
H -10.991770 -0.265617 1.677295 0.1 0.1 0.0
H -9.381513 1.098041 2.857386 -0.1 0.0 0.0
H -10.030482 2.294471 1.713925 0.1 0.0 0.0
H -8.034138 0.637380 -0.669513 0.0 -0.1 -0.1
H -6.990046 -0.109306 0.560385 -0.4 0.3 -0.1
C 10.088977 -5.057541 6.226305 0.1 0.0 0.6
C 9.094938 -5.701679 5.294798 -0.1 -0.5 -0.4
C 8.387419 -4.500398 4.706598 -0.3 0.3 -0.1
O 9.339386 -3.427902 4.681359 0.0 -0.3 0.2
C 10.480696 -3.813129 5.459975 0.3 0.3 -0.3
H 10.942650 -5.695845 6.467740 -0.1 0.1 0.0
H 9.592694 -4.778674 7.163467 0.1 0.0 -0.1
H 9.625825 -6.246269 4.505077 -0.1 0.0 0.1
H 8.413633 -6.397290 5.791249 0.1 0.1 -0.1
H 7.547260 -4.186746 5.335183 -0.1 -0.1 0.0
H 8.015761 -4.686659 3.694847 0.1 0.1 0.1
H 11.304253 -4.017013 4.766998 0.1 0.0 0.1
H 10.773506 -2.989898 6.117427 -0.1 0.0 -0.1
```
Positions in Å, forces in eV/Å.

Values from the calculation:
Spin multiplicity   2
HOMO-LUMO gap (spin up / spin down)   8.07 / 8.10 eV
E_LUMO (spin up / spin down)   -0.0144 / -0.0146 Eh
E_tot   -88170.4810 eV